(1)
Here is a cluster of 2 separate species, C8H20IN2P in total from OMol25. Energies are from the ωB97M-V functional and the def2-TZVPD basis.

```
32
Properties=species:S:1:pos:R:3
H -0.988 1.188 -0.016
C 0.396 -2.628 0.664
H 1.239 -3.209 0.290
P 4.734 2.156 0.969
C -3.284 -2.010 -1.978
C 4.399 3.854 0.265
H 1.760 5.249 1.626
H 2.403 4.554 -0.394
H -2.081 0.512 -1.218
C -1.832 -0.708 0.590
C -0.791 -2.765 -0.276
C -1.317 0.258 -0.485
N -1.987 -2.109 0.228
H 0.720 -1.590 0.738
H 4.632 3.794 -0.796
H -4.118 -2.522 -2.461
H -3.293 -3.538 -0.470
H -0.462 -0.157 -1.020
H -2.801 -0.364 0.960
H -0.491 -2.405 -1.273
I 2.525 1.174 1.251
N 2.700 4.861 1.636
H -3.457 -0.939 -2.076
H -1.157 -0.656 1.447
H -4.042 -2.042 0.039
H 5.133 4.500 0.749
H 4.875 2.593 2.304
C -3.190 -2.449 -0.512
H 0.143 -2.984 1.664
H -2.379 -2.261 -2.533
H -1.037 -3.824 -0.397
C 3.047 4.468 0.486
```

Computed properties:
HOMO (eV): -8.1
Energy above the lowest of the compared OMol25 structures with the same formula, charge and spin (eV): 0.7386
E_LUMO (Eh): 0.0056
SMILES: [H]/N=C/CPI.CCN(CC)CC
HOMO-LUMO gap (Eh): 0.3020
Multiplicity: 1

***

(2)
Here is a structure of composition C8H20IN5NiSe from OMol25. Energies are from the ωB97M-V functional and the def2-TZVPD basis.

```
36
Properties=species:S:1:pos:R:3
H -0.538 2.958 0.638
H 0.599 1.853 2.573
H 1.902 1.358 1.497
H -0.086 -2.409 -1.504
I 2.266 -4.136 -0.714
H 2.907 -0.374 1.440
N 2.090 -0.739 -0.478
H -1.411 -0.156 2.557
H 2.914 -0.233 -0.781
N -1.948 0.502 -0.714
C -1.291 0.367 1.604
H 2.509 -2.057 1.108
C 0.515 2.682 0.581
H 1.100 3.562 0.850
H 0.896 -0.922 2.700
C 0.832 1.554 1.546
Ni 0.196 0.144 -1.036
H 2.124 -1.660 -0.958
H -3.244 -0.139 0.865
C -2.624 -1.558 -2.991
C -0.204 -1.546 -2.155
H -2.230 1.474 -0.630
N 0.115 0.334 1.160
H -2.507 0.105 -1.462
H 0.576 -1.567 -2.912
Se -4.342 -1.449 -3.354
H -1.980 -1.270 0.381
H -1.582 1.407 1.770
C 2.173 -1.027 0.966
C -2.204 -0.215 0.545
C 0.804 -0.894 1.608
H 1.791 2.229 -0.973
N -1.488 -1.531 -2.759
N 0.791 2.228 -0.797
H 0.195 -1.745 1.295
H 0.382 2.867 -1.469
```

Computed properties:
⟨S²⟩: 2.006
HOMO (spin up / spin down) (eV): -6.8 / -6.8
E_LUMO (spin up / spin down) (Eh): -0.0199 / -0.0204
HOMO-LUMO gap (spin up / spin down) (Eh): 0.2309 / 0.2307
Multiplicity: 3

***

(3)
Here is a cluster of 2 separate species, C8H20N2 in total at a distorted geometry from OMol25. Energies are from the ωB97M-V functional and the def2-TZVPD basis.

```
30
Properties=species:S:1:pos:R:3
H 0.086 -0.625 -2.570
H 1.845 -0.701 -2.749
C 1.200 0.375 -0.999
H 2.253 0.550 1.284
C -1.619 1.763 1.166
H -2.687 -1.255 -0.171
H -3.166 2.048 -1.107
N 0.565 -1.837 -0.133
H 0.641 -2.321 -1.022
H 2.665 -1.142 3.068
N 1.514 -0.808 -0.101
C 1.709 -0.394 1.283
H 0.980 0.800 -3.095
C -2.088 0.733 0.183
H 0.331 0.958 -0.666
C -2.216 -0.557 0.505
H 0.741 -0.234 1.779
C 2.511 -1.446 2.035
H -2.411 2.488 1.349
C 1.014 -0.068 -2.442
C -2.427 1.249 -1.182
H -0.424 -1.456 0.002
H 3.482 -1.587 1.558
H -0.758 2.308 0.776
H -1.543 1.664 -1.671
H -2.835 0.463 -1.812
H -2.084 -0.894 1.521
H -1.339 1.307 2.114
H 2.083 1.012 -0.921
H 1.976 -2.393 2.019
```

Computed properties:
HOMO (eV): -8.2
Energy above the lowest of the compared OMol25 structures with the same formula, charge and spin (eV): 1.8382
E_LUMO (Eh): 0.0339
SMILES: CCN(N)CC.C=C(C)C
HOMO-LUMO gap (Eh): 0.3336
Multiplicity: 1

***

(4)
Here is a structure of composition C8H20N2 at a distorted geometry from OMol25. Energies are from the ωB97M-V functional and the def2-TZVPD basis.

```
30
Properties=species:S:1:pos:R:3
C 0.984 1.898 -1.018
C 1.895 -0.325 -1.166
H 0.396 2.670 -0.548
H -2.278 -0.808 -1.251
N 1.084 0.663 -0.317
N -1.023 -0.746 0.515
H 0.030 -2.292 -0.394
H 1.356 1.591 1.531
H 2.804 1.071 0.678
H 0.217 1.690 -1.944
C -0.916 1.077 -2.054
C -0.333 0.454 0.145
C -2.290 -0.667 -0.168
H 2.831 0.048 -1.521
H 1.275 -0.649 -2.003
H 1.717 -0.129 1.602
H 0.180 -2.158 1.520
H -3.010 -1.386 0.375
H 2.026 2.176 -1.224
C 1.738 0.836 0.982
H -1.439 0.689 2.279
C -1.265 -0.333 2.034
H -2.851 0.355 -0.099
H 2.150 -1.304 -0.572
H -0.660 0.598 -3.071
H -1.757 1.661 -1.908
H -1.339 -2.741 0.790
H -0.451 -0.757 2.735
H -2.169 -0.899 2.414
C -0.468 -2.150 0.597
```

Computed properties:
HOMO (spin up / spin down) (eV): -16.7 / -16.7
Energy above the lowest of the compared OMol25 structures with the same formula, charge and spin (eV): 9.2454
E_LUMO (spin up / spin down) (Eh): -0.3547 / -0.3547
HOMO-LUMO gap (spin up / spin down) (Eh): 0.2582 / 0.2582
Total charge: +2
Multiplicity: 1

***

(5)
Here is a cluster of 2 separate species, C8H20N2O3 in total at a distorted geometry from OMol25. Energies are from the ωB97M-V functional and the def2-TZVPD basis.

```
33
Properties=species:S:1:pos:R:3
H -1.660 3.152 -0.609
H 1.340 -1.743 -1.269
H 0.487 -1.624 -2.830
C 1.458 -0.474 1.649
H 1.835 -2.556 2.009
N -2.826 -0.389 -0.128
H 1.692 0.464 -3.370
H -2.327 -0.631 -1.996
H -0.179 4.035 -0.215
O -0.101 -0.263 -1.453
H 2.464 0.472 -1.786
C -0.465 2.222 0.907
H 0.160 2.505 1.764
H 2.877 -0.788 -2.961
O 0.365 1.472 0.002
H 1.988 0.425 1.316
C -2.819 -1.126 1.093
C -1.000 3.455 0.199
N -2.695 -1.166 -1.219
H -2.935 -0.423 1.917
H -1.881 -1.690 1.233
C 0.961 -1.051 -2.028
H 3.167 -1.482 2.477
O 0.396 -0.770 0.740
C 0.035 0.170 -0.186
H 1.015 -0.273 2.633
H -3.648 -1.848 1.131
C 2.073 -0.167 -2.574
H -1.554 4.071 0.902
H -2.207 -2.054 -1.086
C 2.397 -1.667 1.728
H -1.289 1.588 1.243
H 2.879 -1.844 0.767
```

Computed properties:
HOMO (spin up / spin down) (eV): -7.0 / -6.2
Energy above the lowest of the compared OMol25 structures with the same formula, charge and spin (eV): 1.4157
E_LUMO (spin up / spin down) (Eh): 0.0315 / 0.0314
HOMO-LUMO gap (spin up / spin down) (Eh): 0.2890 / 0.2608
Multiplicity: 1

***

(6)
Here is a cluster of 2 separate species, C8H20N4 in total from OMol25. Energies are from the ωB97M-V functional and the def2-TZVPD basis.

```
32
Properties=species:S:1:pos:R:3
H -0.534 -1.739 -1.491
H -2.366 -1.878 1.153
H -3.910 -0.297 -0.282
H 1.961 -1.173 2.395
C -3.077 0.411 -0.378
H -0.600 -1.644 1.007
H 2.828 0.224 -1.948
H -4.164 2.082 0.494
C 2.089 -1.556 -0.424
H 3.601 -0.717 0.840
C -1.570 -1.130 1.026
H 1.708 0.431 2.154
H -0.786 1.175 -1.210
C -1.125 -0.826 -1.499
H 1.119 -1.292 -0.838
H -3.146 0.836 -1.386
N 3.040 0.999 -1.335
H -1.624 -0.623 -2.446
C -1.766 -0.346 -0.257
C -3.236 1.526 0.656
N 2.366 1.912 0.745
H -1.581 -0.465 1.894
C 2.550 -0.490 0.568
N -0.554 0.297 -0.757
H -3.267 1.129 1.676
H 2.803 -1.725 -1.235
C 2.607 0.921 -0.024
N 1.655 -0.481 1.717
H -2.407 2.237 0.602
H 2.939 1.904 -1.784
H 2.470 2.806 0.258
H 1.977 -2.509 0.107
```

Computed properties:
HOMO (eV): -8.8
Energy above the lowest of the compared OMol25 structures with the same formula, charge and spin (eV): 0.0000
E_LUMO (Eh): 0.0325
SMILES: [H]/N=C(\N)[C@H](C)N.CC[C@@]1(C)CN1
HOMO-LUMO gap (Eh): 0.3543
Multiplicity: 1

***

(7)
Here is a structure of composition C8H20N4O12Zr at a distorted geometry from OMol25. Energies are from the ωB97M-V functional and the def2-TZVPD basis.

```
45
Properties=species:S:1:pos:R:3
N -15.796 -11.026 8.510
H -20.097 -11.691 10.825
H -20.511 -10.348 6.483
Zr -21.867 -7.012 6.250
O -25.578 -10.739 8.912
O -23.382 -8.121 4.918
H -21.542 -13.037 7.794
H -24.540 -10.405 11.212
O -25.047 -8.661 8.663
C -14.851 -10.530 7.488
N -20.481 -12.391 12.589
N -23.588 -13.336 7.238
O -21.702 -12.499 12.279
O -20.052 -12.159 13.765
C -22.475 -12.477 7.731
H -18.570 -11.994 11.861
O -23.639 -14.539 7.729
H -25.859 -10.115 5.454
H -23.314 -9.772 6.084
H -14.098 -11.313 7.393
C -24.111 -9.770 10.437
H -15.384 -10.256 6.577
C -19.522 -12.354 11.472
H -22.954 -9.942 4.322
O -15.473 -10.915 9.711
O -24.388 -12.884 6.387
H -21.067 -9.852 9.086
H -19.058 -9.894 7.151
O -21.941 -8.136 8.142
H -23.109 -10.081 10.141
H -14.366 -9.665 7.940
C -23.631 -9.529 5.070
H -24.081 -8.771 10.870
H -19.546 -13.437 11.354
H -22.665 -12.296 8.789
O -25.619 -9.537 3.631
H -24.892 -11.276 4.617
O -20.055 -8.368 5.986
C -20.885 -9.121 8.299
C -20.036 -9.471 6.923
N -24.973 -9.743 9.264
C -25.053 -10.203 4.726
O -16.890 -11.505 8.190
H -20.232 -8.542 8.953
H -22.447 -11.509 7.231
```

Computed properties:
HOMO (eV): -6.2
E_LUMO (Eh): -0.1244
HOMO-LUMO gap (Eh): 0.1036
Multiplicity: 1

***

(8)
Here is a cluster of 2 separate species, C8H20N5 in total at a distorted geometry from OMol25. Energies are from the ωB97M-V functional and the def2-TZVPD basis.

```
33
Properties=species:S:1:pos:R:3
H -3.448 -0.667 -1.583
H 5.188 -1.598 -1.170
N 1.860 0.692 0.676
N -0.803 -1.943 -0.733
H -0.612 0.517 2.412
H -2.382 0.749 2.296
H -1.167 1.662 1.227
H 2.550 1.654 -1.276
C -2.886 -0.791 0.512
H 1.551 2.624 -0.019
H -4.753 -0.473 -0.446
H -4.228 1.873 -0.015
H -0.112 -2.625 -0.773
N 4.652 0.808 -0.436
H 0.895 1.362 -1.020
H 2.825 -0.688 1.584
C 4.033 -0.243 -0.152
C 1.763 1.540 -0.506
H 5.059 -1.876 0.700
N -1.535 -0.197 0.632
H 3.794 -2.360 -0.394
H 4.281 1.703 -0.100
C -1.365 0.731 1.744
H -2.842 -1.814 0.342
H -3.958 1.527 -1.845
H -3.489 -0.681 1.426
C -3.661 1.410 -0.816
H -1.429 -1.954 -1.511
H -2.732 1.869 -0.817
C -0.550 -0.903 0.126
N 2.771 -0.185 0.705
C 4.529 -1.614 -0.207
C -3.799 -0.108 -0.565
```

Computed properties:
HOMO (spin up / spin down) (eV): -11.0 / -11.0
Energy above the lowest of the compared OMol25 structures with the same formula, charge and spin (eV): 5.7618
E_LUMO (spin up / spin down) (Eh): -0.1941 / -0.1938
HOMO-LUMO gap (spin up / spin down) (Eh): 0.2087 / 0.2093
Total charge: +1
Multiplicity: 1

***

(9)
Here is a cluster of 3 separate species, C8H20NO2S in total at a distorted geometry from OMol25. Energies are from the ωB97M-V functional and the def2-TZVPD basis.

```
32
Properties=species:S:1:pos:R:3
H 2.825 2.965 1.225
H -1.586 0.069 1.097
H 3.203 1.250 1.195
H -6.440 -1.044 0.895
H 3.333 -3.409 0.013
H -0.539 2.580 -0.448
C 1.446 -2.526 -0.555
C -3.834 0.437 0.786
H 0.897 -2.992 0.267
H 1.058 -1.904 -2.593
H 2.314 -0.793 -0.832
C -2.663 0.166 0.877
C 2.690 -3.342 -0.866
H 0.558 3.771 0.233
O 1.951 1.874 -1.064
H -5.086 1.980 1.296
C 0.198 2.744 0.343
N -5.127 1.082 0.780
H 2.304 2.769 -1.141
O 1.826 -1.221 -0.115
C 0.541 -2.410 -1.773
C 1.342 1.748 0.220
H -0.300 2.652 1.313
H 0.953 0.733 0.287
C 2.386 1.965 1.303
H -0.345 -1.814 -1.538
H 3.278 -2.867 -1.657
S -6.358 0.117 1.635
H 2.430 -4.353 -1.186
H -5.427 1.314 -0.178
H 1.953 1.853 2.299
H 0.218 -3.393 -2.120
```

Computed properties:
HOMO (eV): -12.2
Energy above the lowest of the compared OMol25 structures with the same formula, charge and spin (eV): 0.3021
E_LUMO (Eh): -0.1787
HOMO-LUMO gap (Eh): 0.2701
Total charge: +1
Multiplicity: 1

***

(10)
Here is a structure of composition C8H21I2OP2Pb at a distorted geometry from OMol25. Energies are from the ωB97M-V functional and the def2-TZVPD basis.

```
35
Properties=species:S:1:pos:R:3
H 4.102 -1.327 1.027
H 4.091 -0.642 -1.585
C -0.034 1.845 0.472
H -4.062 -0.789 -1.596
Pb -0.002 0.082 0.017
C 3.003 -0.528 -1.636
H -3.038 1.747 1.369
C 3.239 1.513 0.377
H 0.869 -0.124 2.668
O -0.054 2.978 0.765
P 2.314 -0.018 -0.017
P -2.312 -0.099 -0.024
H -4.366 1.192 0.311
H 2.773 -0.960 2.167
H -3.039 2.192 -0.346
H -2.743 -1.053 2.160
H -4.058 -1.466 1.019
H -2.748 0.124 -2.397
C -3.292 1.399 0.364
H -0.866 -0.168 2.667
H 4.320 1.342 0.330
H 2.748 0.224 -2.388
H 0.040 -1.679 2.206
H -2.474 -2.303 0.928
C 3.016 -1.251 1.142
C 0.012 -0.573 2.135
H 2.539 -1.476 -1.919
C -2.978 -0.635 -1.645
H 2.547 -2.217 0.933
C -2.974 -1.354 1.135
H 2.968 1.852 1.381
I -0.288 1.908 -4.568
H 2.964 2.296 -0.334
I 0.262 -0.465 -5.196
H -2.479 -1.566 -1.924
```

Computed properties:
HOMO (eV): -16.8
Energy above the lowest of the compared OMol25 structures with the same formula, charge and spin (eV): 3.7107
E_LUMO (Eh): -0.4834
HOMO-LUMO gap (Eh): 0.1335
Total charge: +3
Multiplicity: 1

***

(11)
Here is a structure of composition C8H21IO6Si2 from OMol25. Energies are from the ωB97M-V functional and the def2-TZVPD basis.

```
38
Properties=species:S:1:pos:R:3
O -0.069 3.473 -0.906
O 0.588 1.383 -0.866
H -3.633 0.088 4.056
C -1.639 1.507 3.030
Si 3.565 -2.987 -5.672
H 1.526 -0.329 -1.317
H 2.366 2.316 0.925
H 4.462 -3.899 -6.402
C 1.509 2.972 0.798
O 2.592 -3.943 -4.714
H 2.717 -2.236 -6.616
H 1.875 3.989 0.676
C -4.148 -0.231 1.967
H 1.193 -4.586 -2.760
H 1.097 0.328 1.646
I -0.310 -2.258 -4.469
O 2.331 -2.317 -2.572
O -1.920 0.199 2.877
H 1.835 -1.147 1.003
H 4.382 -2.072 -4.858
Si 1.599 -3.411 -3.542
H -3.082 2.895 2.344
C 1.528 0.370 -0.484
H -3.016 -1.402 3.371
H 2.894 -2.725 -1.906
H 0.132 -0.775 0.680
H 0.884 2.928 1.688
C 1.127 -0.344 0.790
O -0.498 1.862 2.877
H -3.706 -0.703 1.090
H 2.533 0.791 -0.419
H -3.605 2.077 3.826
C -2.749 2.493 3.301
H -5.098 -0.719 2.187
H -4.349 0.811 1.719
C -3.214 -0.354 3.151
C 0.637 2.648 -0.389
H -2.337 3.307 3.891
```

Computed properties:
HOMO (eV): -9.7
E_LUMO (Eh): 0.0160
HOMO-LUMO gap (Eh): 0.3711
Multiplicity: 1

***

(12)
Here is the molecule C8H21N3Si at a distorted geometry from OMol25. Energies are from the ωB97M-V functional and the def2-TZVPD basis.

```
33
Properties=species:S:1:pos:R:3
C 0.658 -1.158 0.676
C -2.474 0.815 1.477
C -0.636 1.753 -1.662
H -3.169 1.616 1.704
H -0.896 -0.955 -2.014
H 0.978 -1.362 1.657
N -2.587 0.305 0.142
H 1.966 1.221 2.473
H -0.550 2.793 -1.227
H -1.714 1.522 -1.755
H -1.215 -2.203 0.659
Si 1.206 0.537 0.061
H 2.947 -0.351 -1.398
C 1.244 -2.323 -0.169
H 0.722 -3.330 -0.184
H 2.266 2.524 1.214
H 2.239 -2.455 0.226
N -1.560 -0.369 -0.244
H -1.950 -2.179 -1.209
C -1.714 -1.111 -1.423
H 1.440 -2.151 -1.223
H -2.643 -0.109 2.054
H -1.516 1.335 1.610
N -0.077 0.674 -1.005
H -2.635 -0.686 -1.972
C 1.519 1.824 1.513
H 3.569 0.095 0.171
C -0.821 -1.206 0.698
H 0.796 2.289 2.047
H -0.386 1.670 -2.730
H -1.351 -0.818 1.595
H 3.366 1.368 -1.156
C 2.977 0.427 -0.606
```

Computed properties:
HOMO (spin up / spin down) (eV): -7.6 / -7.6
Energy above the lowest of the compared OMol25 structures with the same formula, charge and spin (eV): 0.0000
E_LUMO (spin up / spin down) (Eh): 0.0229 / 0.0229
HOMO-LUMO gap (spin up / spin down) (Eh): 0.3036 / 0.3037
Multiplicity: 1

***

no.,E_tot (eV)
1,-28989.3901
2,-130560.9925
3,-11599.0260
4,-11572.6913
5,-17738.5295
6,-14580.0996
7,-40409.8561
8,-16058.5480
9,-25029.6315
10,-50675.6736
11,-44781.8044
12,-20979.7754